123
Properties=species:S:1:pos:R:3:forces:R:3:mulliken_charge:R:1 method="wB97M-V/def2-TZVPD" homo_lumo_gap_ev=8.42 total_charge=0 e_lumo_ev=0.474 relative_energy_kj_mol=0.0
Br 6.9724 0.8426 -2.1973 -0.2 0.1 -0.5 -0.1937
Br 3.5350 -2.4985 -4.4292 0.0 -0.1 -0.3 -0.1483
P 1.0131 -2.4766 -2.7076 -0.3 -0.1 -0.5 -0.1151
P 5.6153 -1.1275 -0.2897 1.0 0.0 0.8 0.5412
O 3.2380 4.7079 -4.7276 -0.1 -0.1 0.1 -0.5023
O 9.9302 0.8190 -0.8183 0.1 0.1 0.1 -0.3969
O -9.8097 -0.6261 0.7574 0.0 0.0 0.0 -0.3780
O -12.9775 2.5093 1.8931 0.0 0.0 -0.1 -0.3474
O -5.9625 -2.6638 2.6329 0.1 0.1 0.0 -0.3890
O 3.3936 -1.3889 -1.8352 0.0 -0.5 -0.3 0.0753
O 5.4467 -2.6386 0.3998 -0.5 0.0 -0.3 -0.5940
O -2.8716 -1.9808 -0.7096 -0.1 0.0 0.1 -0.2969
O 13.1382 -1.5276 1.5221 0.0 0.1 0.0 -0.3470
N 4.1236 0.9954 -2.7531 0.4 0.3 0.2 0.4975
N -12.8447 -0.4519 1.5952 0.1 0.1 0.0 -0.2827
N 11.3314 0.7963 2.0078 0.0 -0.1 -0.1 -0.2994
N 1.1550 4.0236 -4.0429 -0.2 0.0 -0.1 -0.3518
N -4.8862 -0.3483 1.0837 0.0 -0.2 0.0 -0.3193
C 5.1711 0.0583 -2.7864 -0.3 -0.4 0.0 -0.8200
C 0.7535 4.9983 -1.8596 0.1 0.1 0.0 -0.1879
C -13.5673 2.7504 0.6330 0.0 0.1 0.0 -0.7082
C 0.9973 2.6163 -1.9860 0.0 -0.2 0.1 0.2990
C 1.0423 -1.5120 0.0359 0.2 0.4 -0.1 -0.6353
C 0.5993 3.6721 0.1402 0.0 0.1 0.0 -0.7701
C 4.4022 -0.1644 0.6950 -0.1 0.1 0.1 -0.9527
C 0.8218 2.5276 -0.6126 -0.1 0.1 0.2 -0.4527
C -11.9337 -1.5897 1.5782 -0.1 0.0 -0.1 -1.1497
C -10.4488 -1.3329 1.8037 0.1 -0.1 0.1 -0.2668
C -3.8719 -1.0814 -1.1521 0.0 0.1 -0.2 -0.6028
C -4.2128 0.0196 -0.1552 0.0 0.1 0.1 -0.8367
C 9.2969 0.7843 0.4470 -0.1 0.0 0.0 0.1026
C -12.8893 0.2829 2.8502 0.0 0.0 -0.1 -0.1717
C 2.6037 -1.5576 -2.9949 -0.1 0.2 0.7 0.3564
C -3.3193 -3.0348 0.1222 0.1 0.0 0.0 -0.7058
C 4.7992 -1.2155 -1.9500 0.1 0.4 0.3 -0.2969
C 10.0969 1.4372 1.5673 0.1 0.1 0.1 -1.0648
C 11.1677 -0.5462 2.5438 0.0 0.1 -0.1 -0.1411
C 14.2823 -0.7528 1.2346 0.0 -0.1 0.0 -0.7118
C 0.9647 3.8555 -2.6208 0.0 0.1 0.0 -0.3317
C -6.7155 -1.5317 2.2121 -0.2 0.0 -0.1 -0.3830
C -9.9308 0.7823 0.8081 0.1 0.0 0.0 -0.6437
C 4.2540 2.2020 -3.5695 -0.2 0.0 0.0 -0.9149
C 0.2425 -1.6593 -1.2622 0.2 -0.1 0.6 0.3580
C 12.5037 -1.2231 2.7565 0.0 -0.1 0.1 -0.8125
C 1.6327 -4.0594 -2.0247 0.0 0.1 0.0 -1.1213
C -5.1570 -2.4509 3.7715 0.0 -0.1 0.0 -0.7083
C -6.1926 -0.9685 0.9106 0.1 0.0 0.0 0.1177
C 3.0264 2.3654 -4.4981 0.2 0.0 -0.4 -0.1247
C -13.6682 1.5716 2.7074 0.0 0.0 0.1 -0.8025
C 10.8636 -0.2137 -1.0584 0.0 0.0 -0.1 -0.6252
C 2.5155 3.7875 -4.4618 0.0 0.2 0.0 -0.0242
C 0.5669 4.9090 -0.4879 0.0 0.0 -0.1 -0.4336
H -13.7805 2.0209 3.6978 0.0 0.0 0.0 0.3938
H -6.9006 -0.2173 0.5490 0.0 0.0 0.0 0.2089
H -4.8278 0.7645 -0.6715 0.0 0.0 0.0 0.4132
H 10.5686 -1.1451 -0.5667 0.0 0.0 0.0 0.2903
H -9.9563 1.1476 1.8388 0.0 0.0 0.0 0.2942
H 1.1573 1.7007 -2.5423 0.0 0.1 -0.1 0.2976
H 8.3739 1.3574 0.3323 0.0 0.0 0.0 0.2875
H 10.5679 -1.1975 1.8930 0.0 0.0 0.1 0.1511
H -14.6318 2.9843 0.7300 0.0 0.0 0.0 0.3418
H 0.8078 -4.5532 -1.5092 0.0 0.0 0.0 0.3742
H -9.9553 -2.3075 1.8430 0.0 0.0 0.0 0.3882
H 1.6402 -0.6018 0.0000 0.1 0.0 0.0 -0.2979
H 11.8737 0.0559 -0.7343 0.0 0.0 0.1 0.1770
H -4.2900 -0.9762 1.6072 0.0 0.0 0.0 0.0968
H -4.2941 -1.8081 3.5617 0.0 0.0 0.0 0.2887
H 11.9778 0.7637 1.2301 0.0 0.0 0.0 0.1049
H 5.1703 2.1787 -4.1577 0.0 -0.1 0.1 0.3289
H -3.2776 0.5163 0.1171 0.0 0.0 0.0 0.4417
H -13.0590 3.6098 0.1994 0.0 0.0 0.0 0.2403
H 14.0341 0.2849 0.9849 0.0 0.0 0.0 0.2978
H 3.9038 1.2464 -1.7984 -0.2 -0.1 0.0 -0.1831
H -0.1589 -0.6888 -1.5659 0.0 -0.1 -0.1 0.2917
H -4.3304 -3.3558 -0.1410 0.0 0.0 0.0 0.3495
H -13.4589 1.9006 -0.0504 0.0 0.0 0.0 0.2972
H 14.7707 -1.2076 0.3746 0.0 0.0 0.0 0.2381
H 13.1555 -0.6045 3.3814 0.0 0.0 0.0 0.4060
H -6.1818 -1.7892 0.1803 -0.1 0.0 0.0 0.0789
H -4.7575 -1.6377 -1.4819 0.0 0.0 0.1 0.3275
H -6.7292 -0.7636 2.9923 0.1 0.0 0.0 0.4378
H -5.7316 -2.0029 4.5883 0.0 0.0 0.0 0.3448
H 9.4392 1.5427 2.4374 0.0 0.0 0.0 0.4088
H 2.3512 -0.5812 -3.4065 0.2 0.0 -0.1 -0.3221
H 1.7499 -2.3281 0.1852 -0.1 -0.1 0.1 0.3074
H 10.8928 -0.3815 -2.1351 0.0 0.0 0.0 0.3117
H 5.3853 -0.2240 -3.8132 0.1 0.1 0.0 0.6675
H 12.3346 -2.1700 3.2767 0.0 0.0 0.0 0.3925
H 0.4464 3.6150 1.2099 0.0 -0.1 0.0 0.4324
H 4.3398 3.0727 -2.9173 0.0 0.0 0.0 0.4794
H 14.9828 -0.7498 2.0757 0.0 0.0 0.0 0.3415
H -12.0381 -2.0762 0.6055 0.0 0.0 0.0 0.4078
H -9.0576 1.2040 0.3096 0.0 0.0 0.0 0.3211
H -3.4581 -0.5968 -2.0404 0.0 0.0 0.0 0.4236
H 0.8545 1.5630 -0.1192 0.0 0.0 -0.1 0.3617
H -2.6378 -3.8745 -0.0210 0.0 0.0 0.0 0.3184
H -10.2503 -0.8407 2.7645 -0.1 0.1 0.0 0.3928
H 2.4835 -3.9432 -1.3526 0.0 0.0 0.0 0.2726
H 3.6273 -0.7966 1.1315 0.0 -0.1 -0.1 0.3389
H 3.8976 0.5990 0.1029 0.0 0.0 0.0 0.0622
H -10.8215 1.1405 0.2843 0.0 0.0 0.1 0.2318
H -12.5900 0.1835 0.8502 0.0 0.0 0.0 0.1006
H -4.7918 -3.4243 4.0948 0.0 0.0 0.0 0.2568
H -11.8914 0.5433 3.2301 0.0 0.0 0.1 0.1586
H 3.3199 2.1660 -5.5328 0.0 0.0 0.0 0.4946
H 10.6532 -0.4802 3.5081 0.0 0.0 0.0 0.3575
H 8.9944 -0.2425 0.6867 0.1 0.0 0.0 0.0968
H 2.2571 1.6456 -4.2340 0.0 0.0 0.0 0.0490
H -13.3774 -0.3396 3.6067 0.0 0.0 0.0 0.3654
H 1.9137 -4.6789 -2.8762 0.1 -0.1 0.1 0.3736
H -7.7405 -1.8645 2.0438 0.0 0.0 0.0 -0.0775
H 0.4006 5.8153 0.0797 0.0 0.0 0.1 0.3777
H 0.5078 3.4411 -4.5628 0.1 -0.2 0.1 0.3639
H 0.3820 -1.4219 0.9015 0.0 -0.1 0.0 0.4567
H 4.9408 0.3363 1.5009 0.0 0.0 0.0 0.3822
H 5.2719 -2.0881 -2.4125 -0.1 0.1 -0.1 0.4191
H -14.6683 1.3777 2.3077 0.0 0.0 0.0 0.4056
H 10.3543 2.4481 1.2419 0.0 0.0 0.0 0.4076
H 5.0799 -2.5667 1.2872 -0.1 -0.1 -0.1 0.3098
H -12.2713 -2.3105 2.3306 0.0 0.0 0.0 0.4355
H -3.2956 -2.7647 1.1819 -0.1 0.0 0.0 0.1939
H 0.7490 5.9582 -2.3589 0.0 0.0 0.0 0.4768
H -0.6371 -2.2744 -1.0529 0.0 0.1 -0.3 -0.2475